# C18H11AsBr2N5O6PdS

A structure of composition C18H11AsBr2N5O6PdS (the ωB97M-V functional and the def2-TZVPD basis, the Open Molecules 2025 dataset).

Values from the calculation:
energy: -9327.797456 hartree
highest occupied orbital energy: -6.10 eV
charge: -1
frontier orbital gap: 0.29332 Eh
ΔE to the lowest compared entry with this formula, charge and spin: 0.0 kJ/mol
LUMO: 1.886 eV

The geometry in XYZ format:
```
45
Properties=species:S:1:pos:R:3:forces:R:3
Pd -0.5291 -0.1719 -0.2193 0.0 0.3 -0.1
O -1.7796 2.5711 2.1948 0.1 0.0 -0.1
As -2.8710 1.5918 1.1795 0.1 0.0 0.1
O -2.5448 -0.0413 2.0452 0.0 0.1 0.0
O -1.9071 1.2676 -0.1859 0.0 -0.3 0.0
C -2.2694 -0.0248 3.3649 0.0 0.0 0.0
C -3.2989 0.0807 4.3009 0.0 0.0 0.0
C -3.0251 0.0961 5.6574 0.1 0.0 0.0
C -1.7128 0.0046 6.1080 -0.1 0.0 0.0
C -0.6851 -0.1065 5.1856 0.0 0.0 0.0
C -0.9538 -0.1241 3.8227 0.1 0.1 0.0
S 0.4274 -0.3848 2.7274 -0.3 -0.3 0.1
O 1.6043 -0.0632 3.4979 0.1 0.1 0.1
O 0.3245 -1.7572 2.2746 0.0 0.2 0.0
O 0.2928 0.5893 1.5760 -0.2 -0.3 0.0
H -0.8751 2.2375 2.0593 0.0 0.0 0.0
H -4.3142 0.1509 3.9309 0.0 0.0 0.0
H -3.8397 0.1828 6.3663 0.0 0.0 0.0
H -1.4912 0.0209 7.1673 0.0 0.0 0.0
H 0.3462 -0.1750 5.5042 0.0 0.0 0.0
Br 4.0910 -4.9992 0.1182 0.0 0.0 0.0
C 2.8317 -3.6105 -0.1085 -0.1 0.0 0.0
C 1.5308 -3.9038 -0.4786 0.2 0.0 0.0
C 0.6508 -2.8502 -0.6182 -0.1 0.0 -0.1
N 1.0023 -1.5809 -0.4203 -0.2 0.1 0.2
C 2.2641 -1.2998 -0.0773 0.1 -0.1 0.0
C 3.2152 -2.2985 0.0885 -0.1 0.0 0.0
C 2.6218 0.1286 0.1318 0.1 0.1 0.0
C 3.3524 0.5161 1.2506 0.1 -0.1 -0.1
C 3.5797 1.8667 1.4183 0.0 0.0 0.0
Br 4.5323 2.4749 2.9311 0.0 0.0 0.0
C 3.0926 2.7746 0.4974 0.0 0.0 0.0
C 2.3957 2.2708 -0.5919 0.0 0.0 0.0
N 2.1633 0.9787 -0.7834 0.1 0.0 0.0
H 1.1956 -4.9176 -0.6380 0.0 0.0 0.0
H -0.3823 -3.0187 -0.8910 0.0 0.0 0.0
H 4.2295 -2.0410 0.3562 0.0 0.0 0.0
H 3.6566 -0.2014 1.9988 0.0 0.0 0.0
H 3.2379 3.8379 0.6221 0.0 0.0 0.0
H 1.9967 2.9454 -1.3410 0.0 0.0 0.0
N -1.4547 -0.9626 -1.8042 0.1 0.1 0.1
C -2.4966 -1.0657 -2.3285 -0.1 -0.1 -0.1
N -3.5615 -1.1440 -3.0306 0.2 0.1 0.1
C -4.4496 -2.1035 -2.8315 0.0 -0.2 0.0
N -5.2651 -2.9231 -2.7462 0.1 0.1 0.0
```
Positions in Å, forces in eV/Å.

Results of the Mulliken charge analysis, in e, for atoms 1 through 8: 0.877, -0.635, 0.391, -0.451, -0.630, -0.130, -0.495, -0.492